Entry 1:
Molecular formula: C24H20F3IrO6S2
Method: DFT, wB97M-V/def2-TZVPD

Summary:
- highest occupied orbital energy (alpha / beta) (Eh) = -0.391 / -0.462

The geometry in ORCA input format:
```
! wB97M-V def2-TZVPD RIJCOSX def2/J DEFGRID3
* xyz 1 2
F 4.53113 -1.01823 6.34639
C 5.10867 -1.08083 5.13431
O -0.54312 -0.89925 -1.81393
Ir -1.42208 0.06399 -0.22139
F 5.64160 -2.30085 5.00055
C 3.00016 -1.34412 2.00339
C 1.11414 2.47610 -4.23736
C 3.40565 0.42808 4.11964
C -4.67050 1.23406 -0.53471
C 0.51080 0.51944 0.16523
C 1.33374 0.17099 1.08226
S 0.12859 2.16521 -1.80086
C -2.89840 0.78363 1.23448
O -2.51184 -0.08608 -3.01399
H -4.09166 -1.36399 -1.13588
H -0.98799 -1.96952 1.81193
H -5.06928 1.97541 0.15520
H 4.47476 -2.57425 2.94297
C -3.54028 -1.00375 -0.27804
C -1.26632 0.42381 3.14103
C 2.49218 0.74741 3.14427
O 0.48900 3.53075 -1.71318
C -2.00722 -0.05444 1.93202
O 1.08743 1.26349 -0.97176
C 0.14294 0.11944 -5.32752
C 0.34064 1.61953 -3.46517
H 1.14349 0.71709 -7.12259
H 1.95209 1.68430 3.18264
H -1.13208 -0.39548 3.84583
C 4.11286 -0.77276 4.04694
S -1.23176 -0.72529 -3.18041
C -2.51154 -1.83085 0.27812
C 3.91317 -1.65221 2.98990
H 2.00576 2.82638 -6.14846
H 1.48740 3.39219 -3.80424
C -1.76192 -1.34848 1.38013
O -1.23503 1.83985 -1.30270
H -1.81163 1.22602 3.63347
C -3.73361 0.30070 0.16267
H 3.58314 1.10709 4.94320
C 0.92050 0.97801 -6.09706
H -1.84722 -3.85921 0.43875
H -0.27808 0.79101 2.86664
F 6.11546 -0.19219 5.13080
H -5.49127 0.68715 -0.99325
H -0.23771 -0.80287 -5.74221
C -2.21600 -3.17100 -0.31927
H -3.00656 1.81111 1.55717
C 2.26602 -0.13889 2.06204
H -3.11202 -3.58703 -0.77595
H -1.45776 -3.07415 -1.09910
C -0.15974 0.42710 -4.01403
H 2.84111 -2.01716 1.17175
H -4.13279 1.75424 -1.33084
O -1.17923 -1.95373 -3.90370
C 1.40220 2.15302 -5.55611
*
```

Löwdin atomic charge list, values in e, 2 entries:
1. F 0.151
2. C -0.591

---

Entry 2:
Molecular formula: C4H6GdLiO
Method: DFT, wB97M-V/def2-TZVPD

Summary:
- highest occupied orbital energy (alpha / beta) (Eh) = -0.568 / -0.581

The geometry in ORCA input format:
```
! wB97M-V def2-TZVPD RIJCOSX def2/J DEFGRID3
* xyz 2 8
H -0.30351 1.05836 1.44789
H -1.04725 -0.68714 1.53790
C -0.17527 -0.02849 1.49149
C -0.48840 0.77397 -1.52415
H 1.18387 -1.61558 1.96592
H -0.95914 1.71065 -1.20822
C -0.98623 0.17774 -2.64154
O -0.36640 -0.88295 -3.19561
Li 0.57639 0.15049 3.94811
Gd 1.39611 -0.70747 -1.93893
C 1.07076 -0.57041 1.65980
H -1.86200 0.55088 -3.20357
H 1.96108 0.06994 1.66090
*
```

Löwdin atomic charge list, values in e, 2 entries:
1. H 0.081
2. H 0.092

---

Entry 3:
Molecular formula: C4H8O
Method: DFT, wB97M-V/def2-TZVPD

Summary:
- structure (SMILES) = OC1CCC1
- highest occupied orbital energy (Eh) = -0.371

The geometry in ORCA input format:
```
! wB97M-V def2-TZVPD RIJCOSX def2/J DEFGRID3
* xyz 0 1
H 2.11357 -0.00439 -0.80610
C -0.77865 -0.05919 0.36798
O -2.05084 -0.15156 -0.22599
H -0.08727 1.22408 -1.16722
H 0.32157 1.98209 0.39915
H -0.02001 -1.33189 -1.17964
H -2.50854 0.65485 0.06462
C 1.34157 -0.03322 -0.04297
C 0.19654 1.02429 -0.14081
H 1.74885 -0.04640 0.97557
H 0.33893 -2.03548 0.43219
C 0.22275 -1.10651 -0.13462
H -0.83848 -0.11669 1.45785
*
```

Löwdin atomic charge list, values in e, 2 entries:
1. H 0.094
2. C -0.413

---

Entry 4:
Molecular formula: C3H4S2
Method: DFT, wB97M-V/def2-TZVPD

Summary:
- structure (SMILES) = C#CC=S.S
- highest occupied orbital energy (Eh) = -0.333

The geometry in ORCA input format:
```
! wB97M-V def2-TZVPD RIJCOSX def2/J DEFGRID3
* xyz 0 1
C 2.18404 0.62979 -0.33896
H -4.30701 1.32474 0.09652
H 3.34505 -2.70960 0.53208
C 2.84680 -1.78162 0.27424
H 2.88173 1.07618 -0.88255
H -2.46181 1.06634 -1.10715
S 0.74449 1.19861 0.11743
C 2.43741 -0.72594 -0.09962
S -3.02888 0.65757 0.09056
*
```

Löwdin atomic charge list, values in e, 2 entries:
1. C -0.655
2. H -0.161

---

Entry 5:
Molecular formula: C23H19CaNO6PS3
Method: DFT, wB97M-V/def2-TZVPD

Summary:
- highest occupied orbital energy (Eh) = -0.174

The geometry in ORCA input format:
```
! wB97M-V def2-TZVPD RIJCOSX def2/J DEFGRID3
* xyz -1 1
O -0.76563 1.44514 5.64723
H -4.37375 -2.08019 -3.17271
H -2.75185 2.63143 -2.04245
H -1.17020 1.89584 -2.40737
Ca 0.67332 1.83209 0.96916
C 4.14109 -1.43862 -0.09902
P -2.02278 1.19296 -0.18775
C -4.58638 0.15424 -0.04636
C -5.57691 -1.45582 -1.51342
O 1.78679 1.82711 -2.54633
H -0.03128 -2.95338 1.36745
C -4.43345 -1.44539 -2.29752
H 3.96148 -1.83367 0.88848
C 0.00519 -2.22691 0.56858
C 3.57394 -0.22933 -0.46363
C 3.80020 0.31256 -1.71552
O -0.40819 3.15373 0.07221
C -1.79204 2.32358 -1.61901
H -0.91909 1.25180 7.63183
H 0.11864 0.33908 -2.31686
H -6.40472 -2.09968 -1.77504
C 0.05145 -0.37170 -1.50437
O 3.89423 2.95056 -2.01562
C 4.93925 -2.08774 -1.03121
N 2.52435 1.85285 -0.15275
H 0.64540 0.69523 6.94624
O 2.12837 0.27562 1.38246
S 2.95712 1.90631 -1.71468
C -5.65867 -0.64994 -0.39065
H 1.47837 -3.29663 -0.57606
S -0.78348 2.00571 3.19459
H 4.71177 0.10985 -3.62750
C -1.01986 3.51075 -0.98271
H -4.62967 0.78002 0.83602
H -0.80940 -0.30705 6.74750
C -0.79224 -1.09941 0.62424
C -3.42691 0.15621 -0.81323
C -3.36112 -0.64302 -1.94999
C 2.68662 0.64947 0.35159
C 5.14265 -1.55087 -2.29549
H -1.44962 -0.93572 1.47777
C -0.78959 -0.16151 -0.41431
H 5.76380 -2.07351 -3.01050
H 5.41542 -3.02411 -0.77975
S 0.56765 -0.41527 4.37320
C -0.29640 0.98578 4.47265
C 0.86736 -1.49264 -1.54354
C 0.84676 -2.42082 -0.51713
C 4.57007 -0.33453 -2.65316
H -6.54702 -0.66055 0.22688
H 1.52385 -1.63935 -2.39345
O -1.07185 4.62397 -1.46632
H -2.46241 -0.65583 -2.55353
C -0.44060 0.72133 6.81086
*
```

Löwdin atomic charge list, values in e, 2 entries:
1. O -0.270
2. H 0.097

---

Entry 6:
Molecular formula: C22H24FN3O4S
Method: DFT, wB97M-V/def2-TZVPD

Summary:
- structure (SMILES) = CC(=O)N1c2ccc(S(=O)(=O)N3CCCC3)cc2C[C@@H]1C(=O)NCc1ccccc1F
- highest occupied orbital energy (Eh) = -0.321

The geometry in ORCA input format:
```
! wB97M-V def2-TZVPD RIJCOSX def2/J DEFGRID3
* xyz 0 1
H -1.04477 -4.45588 2.08439
N 2.72130 -0.77861 0.06991
C -5.33308 -0.15953 0.23784
C 3.60132 -0.28102 -0.81989
S -2.93360 1.97684 -0.65463
C 3.76309 2.34983 1.00835
C 1.02956 1.66424 -1.25695
C 0.67315 -3.42115 1.35139
C 1.54210 2.11853 -0.03405
C -2.93596 -0.46202 0.29421
F 0.98791 -1.80355 -1.86247
C 1.25105 -2.70937 0.30791
H 3.04852 -2.35563 1.40966
H -1.35983 2.91257 1.47516
H -5.06276 1.94233 0.86439
C 5.22456 2.04591 0.79148
C 2.15765 1.25838 -2.15506
H 1.11090 2.96290 1.89148
C -0.82434 -2.96490 -0.93389
H 5.38140 0.99305 0.56958
N -3.27236 0.91786 0.61830
H 1.98442 0.30274 -2.64767
H 4.26332 1.59714 -1.62462
H -4.69675 0.72994 2.12044
C -1.16117 2.08160 -0.46255
O 3.34515 2.89620 2.00532
H 5.61200 2.63700 -0.03629
H -1.37985 -2.77464 -1.83814
H -2.25778 -0.85622 1.05729
H -6.27506 -0.48969 0.67032
O -3.22518 1.38991 -1.93608
O -3.54135 3.23388 -0.33691
H -0.75652 1.28221 -2.40177
C 2.65869 -2.18627 0.39952
C 0.70512 2.59379 0.96489
H -2.38059 -4.04973 0.04641
C 3.35059 1.19618 -1.18021
H 3.31294 -2.69802 -0.31587
C -1.37194 -3.67521 0.11970
H 2.31689 2.01289 -2.92878
C -4.66190 0.94765 1.04814
C 0.47041 -2.49642 -0.82357
C -0.32793 1.63726 -1.47846
H 5.76660 2.31139 1.69499
H 1.25301 -3.60364 2.24382
H -4.35824 -1.87137 1.13377
C -4.25962 -1.24970 0.24323
H -2.42149 -0.47417 -0.66768
H 1.98781 -0.19095 0.43592
N 2.93227 1.97082 -0.01523
C -0.62163 -3.90221 1.26061
O 4.49359 -0.92620 -1.32299
H -4.31494 -1.88661 -0.63637
H -5.50429 0.19417 -0.77913
C -0.66240 2.56552 0.73081
*
```

Löwdin atomic charge list, values in e, 2 entries:
1. H 0.104
2. N 0.101

---

Values for electronic energy, Eh, ordered as above
-2578.003535 -1003.742594 -232.411420 -912.951850 -3607.780506 -1816.067088